Record 1
38
Properties=species:S:1:pos:R:3 method="wB97M-V/def2-TZVPD" e_lumo_ev=-7.4 charge=+2 largest_force_ha_per_bohr=0.0171 homo_ev=-14.487 gap_ha=0.2588 de_lowest_kcal_mol=1.8
In 0.02781 -0.04728 -0.06946
Br -1.15659 -5.95788 -3.18526
C -0.86719 -4.33698 -2.28386
C -1.89489 -3.73258 -1.54986
C -1.62479 -2.54128 -0.91286
N -0.42569 -1.96328 -0.97806
C 0.58801 -2.51068 -1.67176
C 0.38691 -3.71108 -2.33886
C 1.87981 -1.76528 -1.67196
C 3.01951 -2.19188 -2.33936
C 4.18911 -1.41928 -2.28486
Br 5.73701 -1.97998 -3.18656
C 4.18021 -0.22698 -1.55096
C 3.01381 0.13542 -0.91386
N 1.91331 -0.61358 -0.97846
H -2.87419 -4.18308 -1.48476
H -2.38039 -2.02078 -0.33096
H 1.17551 -4.17988 -2.90616
H 3.03071 -3.10938 -2.90646
H 5.06041 0.39552 -1.48626
H 2.94141 1.05032 -0.33196
C -0.59389 1.02952 4.03854
C -0.68019 1.17902 2.55864
O -0.11689 0.20342 1.94044
C -1.31909 2.28562 1.92894
C -1.90739 3.30462 2.73644
C -2.53329 4.38862 2.18324
C -2.61219 4.52522 0.79424
C -2.06089 3.57062 -0.02846
C -1.41409 2.45022 0.50744
O -0.93459 1.61962 -0.42236
H -0.06149 0.10742 4.26834
H -1.58239 0.98072 4.49084
H -0.05739 1.86122 4.49084
H -1.86099 3.22422 3.81004
H -2.96979 5.14472 2.81674
H -3.10509 5.37902 0.35434
H -2.11019 3.65592 -1.10566

=====

Record 2
11
Properties=species:S:1:pos:R:3 method="wB97M-V/def2-TZVPD" e_lumo_ev=0.5 charge=0 largest_force_ha_per_bohr=0.0268 homo_ev=-10.060 gap_ha=0.3876 de_lowest_kcal_mol=72.6
O 0.58434 -0.00510 1.58643
C -0.21706 -0.00990 0.68521
C -0.66408 0.59394 -0.57129
C -1.54752 -0.40410 0.24560
C 2.37295 -0.83710 -1.09671
N 2.53263 -0.13740 -0.16238
H 2.16821 0.26033 0.71041
H -0.89238 1.65805 -0.54189
H -0.29268 0.22887 -1.52644
H -2.38899 -0.04678 0.83235
H -1.67815 -1.38038 -0.21520

=====

Record 3
12
Properties=species:S:1:pos:R:3 method="wB97M-V/def2-TZVPD" e_lumo_ev=1.0 charge=0 largest_force_ha_per_bohr=0.0190 homo_ev=-8.692 gap_ha=0.3567 de_lowest_kcal_mol=116.5
O -2.06040 0.25730 -1.00558
C -1.74298 0.23196 0.36191
C -0.28884 0.34666 0.60383
N 0.71871 0.99457 0.52733
N 1.91876 0.82923 0.12734
C 1.65275 -1.23193 -0.43470
N 0.50355 -1.44391 -0.31753
H -1.58899 -0.48895 -1.40511
H -2.10434 -0.68320 0.84592
H -2.23486 1.08728 0.83559
H 2.54854 1.50947 0.54845
H 2.67810 -1.40849 -0.68745

=====

Record 4
15
Properties=species:S:1:pos:R:3 method="wB97M-V/def2-TZVPD" e_lumo_ev=0.7 charge=0 largest_force_ha_per_bohr=0.0693 smiles="CN[C@H](O)OC(=O)O" homo_ev=-9.775 gap_ha=0.3837 de_lowest_kcal_mol=45.7
C 0.77956 -0.58040 1.58159
N 0.37601 0.38008 0.55844
C 0.79530 0.06743 -0.83053
O 1.66468 0.99201 -1.36662
O -0.41510 0.10059 -1.54473
C -1.45945 -0.22621 -0.55546
O -1.64484 -1.34130 -0.16783
O -2.42612 0.70209 -0.72169
H 0.29814 -1.53142 1.36522
H 0.44924 -0.22527 2.55558
H 1.86189 -0.76442 1.59750
H 0.62576 1.33151 0.80528
H 1.23797 -0.94223 -0.87283
H 1.15802 1.76618 -1.62594
H -3.30105 0.27136 -0.77797

=====

Record 5
16
Properties=species:S:1:pos:R:3 method="wB97M-V/def2-TZVPD" e_lumo_ev=1.1 charge=0 largest_force_ha_per_bohr=0.0823 smiles=CC.CC homo_ev=-11.012 gap_ha=0.4463 de_lowest_kcal_mol=30.4
C 0.13715 1.55859 0.54420
C 1.40101 1.79344 1.18875
H -0.67432 1.15528 1.19917
H -0.05129 2.45187 -0.15178
H 0.11551 0.86282 -0.22595
H 2.10530 2.57765 0.87939
H 2.02677 0.98934 1.29654
H 1.11633 2.02927 2.25860
C 0.02412 -1.76623 -0.98951
C -1.52842 -1.67011 -0.76359
H 0.60638 -0.90927 -0.47336
H 0.33435 -2.70378 -0.59184
H 0.27322 -1.71192 -2.11190
H -2.21853 -2.29547 -1.41856
H -1.93192 -0.63295 -0.97022
H -1.73567 -1.72855 0.33007

=====

Record 6
9
Properties=species:S:1:pos:R:3 method="wB97M-V/def2-TZVPD" e_lumo_ev=-1.2 charge=0 largest_force_ha_per_bohr=0.1044 homo_ev=-8.600 gap_ha=0.2707
Rb 2.34846 0.92644 -2.97185
C -0.74020 0.52335 0.99978
F 0.11235 1.55240 1.04062
F -0.79628 -0.15409 2.07763
F -1.99109 0.85896 0.50430
S 0.11755 -0.71830 -0.21457
O 0.21408 0.08485 -1.44886
O 1.35433 -1.13231 0.40961
O -0.61921 -1.94130 -0.39665